Record 1
{
  "formula": "C5H9N",
  "method": "ωB97M-V with the def2-TZVPD basis set",
  "spin_multiplicity": 1,
  "homo_energy_ev": -9.6,
  "relative_energy_ev": 3.012,
  "orbital_gap_ev": 10.676,
  "smiles": "C1=NC1.C=CC",
  "lumo_ev": 1.1,
  "species": ["N", "C", "C", "C", "C", "C", "H", "H", "H", "H", "H", "H", "H", "H", "H"],
  "positions_angstrom": [[1.61667, -0.72487, 0.39571], [1.60729, -0.25007, -0.76413], [-1.10673, 1.02227, 1.09118], [-2.20864, -0.23693, -0.77940], [2.93726, -0.63186, -0.34319], [-1.52846, -0.22078, 0.36475], [0.89053, 0.12229, -1.48707], [3.63034, 0.12607, 0.01360], [-1.57691, 1.08458, 2.08047], [-1.24994, -1.16467, 0.83542], [-0.02267, 1.00686, 1.25165], [3.39318, -1.57104, -0.65535], [-2.50153, -1.16997, -1.25333], [-1.36664, 1.92648, 0.52964], [-2.51377, 0.68164, -1.27995]],
  "forces_ev_per_a": [[-0.178, 0.222, -0.461], [-0.146, -0.367, 0.358], [0.100, 0.067, -0.015], [0.070, -0.039, 0.110], [0.483, 0.027, 0.001], [-0.213, 0.038, -0.093], [0.086, -0.014, 0.142], [-0.019, -0.083, -0.047], [0.056, -0.048, -0.160], [-0.041, 0.152, -0.114], [-0.204, 0.042, 0.033], [-0.140, 0.154, -0.018], [0.068, 0.112, 0.071], [0.000, -0.152, 0.074], [0.078, -0.111, 0.120]],
  "nbo_charge": [-0.315, 0.056, -0.658, -0.430, -0.322, -0.159, 0.221, 0.179, 0.220, 0.204, 0.231, 0.182, 0.199, 0.205, 0.187]
}



Record 2
{
  "formula": "C3H10N3S",
  "method": "ωB97M-V with the def2-TZVPD basis set",
  "spin_multiplicity": 1,
  "homo_energy_ev": [-13.5, -13.5],
  "total_charge": 1,
  "relative_energy_ev": 3.818,
  "orbital_gap_ev": [7.960, 8.245],
  "lumo_ev": [-5.5, -5.2],
  "species": ["S", "N", "N", "N", "C", "C", "C", "H", "H", "H", "H", "H", "H", "H", "H", "H", "H"],
  "positions_angstrom": [[1.29290, 1.34778, -0.19684], [-0.09236, 2.10712, 0.12675], [-2.31482, 0.43794, 0.72708], [1.64919, -0.30854, 1.46799], [1.06950, -1.42208, -0.68670], [1.42872, -1.27778, 0.76949], [0.90926, -0.00805, -1.28692], [-1.59515, -0.34623, 1.01434], [1.88132, -1.90320, -1.03922], [-2.72039, 0.81573, 1.56544], [-3.13502, 0.04862, 0.17243], [-0.97457, 1.56401, 0.01801], [0.16928, -1.99898, -0.74340], [1.16657, -2.30401, 1.22395], [1.43897, 0.03042, -2.19146], [-0.04487, 2.92757, 0.71883], [-0.12851, 0.28968, -1.65979]],
  "forces_ev_per_a": [[1.554, -0.887, 1.777], [0.075, -0.938, -0.869], [0.711, -2.297, -0.917], [0.047, 2.827, -0.511], [-1.850, 3.242, 1.836], [-2.263, -3.291, -0.173], [-2.943, 0.378, -0.192], [-2.435, 1.798, -0.639], [2.463, -1.834, -1.978], [0.014, 0.070, 0.485], [1.681, 0.291, 0.992], [-0.169, 0.310, 0.761], [-0.377, -0.461, -0.310], [1.139, 1.247, 0.211], [1.397, 0.558, -1.008], [0.031, -0.065, -0.169], [0.924, -0.949, 0.702]],
  "nbo_charge": [1.009, -0.980, -1.113, -0.263, -0.442, 0.026, -0.626, 0.376, 0.254, 0.391, 0.401, 0.458, 0.254, 0.254, 0.285, 0.445, 0.273]
}